Entry 1:
# C23H24NO7PS4SbSe6Zr

C23H24NO7PS4SbSe6Zr as an isolated structure (ωB97M-V/def2-TZVPD, the Open Molecules 2025 dataset).

```
68
Properties=species:S:1:pos:R:3:forces:R:3
O 1.4724 -0.0944 1.8180 0.1 0.0 -0.1
H -0.4027 -3.6580 3.1533 0.0 0.0 0.0
H 1.6845 4.9828 -3.5945 0.0 0.0 0.1
C -3.3267 -1.0280 0.7359 0.0 0.0 0.0
H -2.0198 4.4266 -1.5315 0.0 0.0 0.0
C 2.1443 -3.0454 -2.7000 0.0 0.0 0.0
C -2.8458 -2.2783 1.2331 0.0 0.0 0.0
C -1.5790 3.4489 -1.3353 0.2 0.0 0.0
H 2.0776 -2.7627 -3.7431 0.0 0.0 0.0
H -1.4558 4.2974 2.5417 0.0 0.0 0.0
Sb -4.3955 0.1407 4.9857 0.1 0.0 -0.1
C 2.6608 1.3600 -3.1966 0.0 0.0 0.0
C -1.1460 4.4328 1.5069 0.0 0.0 0.0
C 2.2539 -3.7610 -0.0205 0.0 0.0 0.0
O -3.6962 -6.8426 1.8463 0.0 0.1 0.1
H 1.8915 6.5602 -2.8046 0.0 0.0 0.0
S 0.2214 -0.6410 -4.0872 0.0 0.0 0.0
N -4.0696 -5.7946 1.3511 0.1 -0.1 -0.2
H 4.0448 2.7973 -3.9759 0.0 0.0 0.0
C 3.0335 0.6675 -0.9224 0.0 0.0 0.0
H -0.0698 4.3279 1.4336 0.0 0.0 0.0
O -5.0674 -5.6806 0.6636 0.0 0.0 0.1
C 4.4781 2.2993 -1.9335 0.0 0.0 0.1
H 2.2896 -4.0374 1.0258 0.0 0.0 0.0
Se -2.0402 3.0218 0.5173 0.0 0.0 0.1
H 0.2747 6.0490 -3.3269 0.0 0.0 0.0
O -0.9163 -1.3259 2.2431 0.0 0.1 0.0
Se -2.4863 1.6075 3.5283 -0.1 0.1 0.2
Se -4.1690 -2.1761 4.6381 0.0 0.0 0.0
H 3.1211 -4.9130 -3.0835 0.0 0.0 0.0
C 2.7223 -4.2502 -2.3259 0.0 0.0 0.0
C -0.1130 3.3959 -1.7477 -0.2 0.0 0.0
C 1.6719 -2.5579 -0.3906 0.0 0.0 0.0
H 1.2480 -1.9095 0.3670 0.0 0.0 0.0
H 4.6574 1.6089 0.0967 0.0 0.0 0.0
H -1.8112 -5.6758 2.7501 0.0 0.0 0.0
C 4.1136 1.5315 -0.8349 0.0 0.0 0.0
Zr -0.7059 0.5991 1.5704 -0.3 -0.4 -0.2
Se 0.9839 4.9124 -1.1637 0.0 -0.1 0.0
H 3.2276 -5.5500 -0.6953 0.0 0.0 0.0
Se -4.7945 1.4714 2.8900 -0.1 0.0 -0.1
C 2.7800 -4.6078 -0.9864 0.0 0.0 0.0
H -2.1494 2.6988 -1.8875 0.1 0.0 0.0
C -1.6642 -2.3574 2.0125 0.0 0.0 0.0
C -2.0764 -4.7145 2.3347 0.0 0.0 0.0
H -4.5529 -3.3502 0.4586 0.0 0.0 0.0
Se -4.8274 1.3088 6.9758 0.0 0.0 0.0
H -4.3156 -1.0334 0.2628 0.0 0.0 0.0
C 1.2248 5.7078 -2.9225 0.0 -0.1 0.0
S 1.7504 1.3226 2.2310 0.0 0.1 0.1
H -0.0689 3.4211 -2.8374 0.0 -0.1 0.0
C -3.6344 -3.4135 1.0262 0.0 0.0 0.0
C -3.2449 -4.6082 1.5668 0.0 0.0 0.0
H 2.7664 0.0589 -0.0703 0.0 0.0 0.0
S 0.5496 1.4800 3.8356 0.1 0.0 0.0
C -1.3009 -3.6103 2.5535 0.0 0.0 0.0
H 2.0914 1.2728 -4.1131 0.0 0.0 0.0
H -1.4809 5.3965 1.1330 0.0 0.0 0.0
H 0.3555 2.4709 -1.4209 0.0 0.1 0.1
C 1.6231 -2.1926 -1.7331 0.0 0.0 0.0
O 3.1175 1.7004 2.3672 0.0 0.0 0.0
C 2.2957 0.5855 -2.0996 0.0 0.0 0.0
H 5.3256 2.9702 -1.8671 0.0 0.0 0.0
C 3.7563 2.2073 -3.1140 0.0 0.1 0.0
P 0.9171 -0.5958 -2.2603 0.0 0.0 0.0
O 0.9444 2.0764 1.1928 0.1 0.1 0.0
O -2.7390 0.0564 0.8013 0.0 0.0 0.1
S -0.6058 -0.2075 -0.9218 -0.1 0.2 0.0
```
Positions in Å, forces in eV/Å.

Gap between HOMO and LUMO in hartree: 0.254
Energy relative to the best compared isomer or geometry (same formula, charge and spin) in eV: 0.000
DFT total energy in hartree: -18102.57975
Charge: -1
LUMO energy in eV: 0.779
HOMO energy in eV: -6.12

=====

Entry 2:
# C23H24O3

A 2-piece molecular cluster, C23H24O3 overall (ωB97M-V/def2-TZVPD, the Open Molecules 2025 dataset).

```
50
Properties=species:S:1:pos:R:3:forces:R:3
O -0.5047 -2.3113 -2.3972 -0.2 -0.4 -0.2
C 0.1763 0.7746 0.4809 0.6 1.0 -0.4
H -1.9271 0.4239 0.6395 0.2 -0.1 0.0
C 4.5791 5.7151 1.2356 0.3 0.2 0.1
C 2.4923 2.5419 1.1016 -0.5 0.1 -0.2
H -3.8096 -3.0500 -2.5200 0.1 0.1 0.1
H -0.5715 -5.5987 3.4011 0.0 0.1 -0.2
C -0.5648 -4.1070 1.8319 0.0 0.2 0.0
C -0.9425 -0.0461 0.5883 -0.7 0.0 -0.2
H -1.4858 -4.0665 -2.6797 0.0 0.2 -0.2
H -0.8806 1.5705 -2.6014 -0.3 0.0 0.0
C 1.1458 4.4140 0.3196 -0.2 -0.7 0.2
O -4.1688 -0.5165 -2.5531 0.3 -0.2 0.3
C -1.6954 -3.0103 -2.8658 0.7 0.4 0.1
H 1.1508 -1.7128 0.1213 -0.1 -0.1 0.1
H -2.5043 1.4413 -3.3884 0.2 0.0 0.3
H -0.8533 2.6180 0.2197 0.1 0.0 0.3
H 4.3013 6.5188 1.9295 0.0 -0.2 -0.1
C 3.4378 4.7727 1.0156 -0.3 -0.2 -0.1
H 1.1650 0.3136 0.4616 -0.4 0.1 0.2
C -0.4255 -5.5211 2.3147 0.1 -0.2 0.1
C 0.1164 2.1614 0.4259 -0.5 -1.4 -0.2
H -1.8153 -2.8183 -3.9438 0.2 -0.2 0.2
C -1.8972 1.1730 -2.5067 0.0 0.8 0.0
H -2.5806 -3.9069 2.5670 0.2 0.2 -0.2
C 0.3498 -2.1750 0.6956 -0.2 0.4 0.2
C 0.4912 -3.4706 1.1648 -0.3 0.0 0.0
C 1.2453 3.0225 0.6076 1.2 0.9 0.0
H 2.5917 1.4838 1.3542 0.0 0.4 -0.1
H 0.5698 -5.9099 2.0775 -0.2 0.0 0.1
H -2.3812 1.6375 -1.6331 0.0 0.2 -0.2
O 0.5140 -0.3390 -2.1704 0.1 -0.7 -0.2
H 0.1958 4.7980 -0.0576 0.3 -0.1 0.1
C -1.7630 -3.4092 2.0401 0.1 0.1 -0.1
C -1.9020 -2.1040 1.5968 0.1 0.3 -0.2
C -3.0663 -1.0367 -2.3529 0.0 0.1 -0.1
H 5.4433 5.1891 1.6485 -0.1 0.1 0.0
H 4.5100 3.0247 1.6867 -0.3 0.1 -0.1
H -1.1733 -6.1710 1.8410 0.2 0.1 0.1
C -1.8410 -0.2831 -2.3208 0.6 -1.3 0.4
H 1.4300 -4.0084 1.0129 -0.3 0.2 -0.1
C 3.5609 3.4044 1.2988 -0.2 0.1 -0.1
H 2.1341 6.3297 0.2952 0.0 -0.4 0.1
C -0.8387 -1.4341 0.9394 0.2 -1.0 0.1
C 2.2210 5.2629 0.5186 0.0 -0.1 0.0
H -2.8306 -2.7306 -1.0575 0.0 -0.1 -0.2
C -0.5408 -0.9514 -2.3091 -0.7 1.0 0.2
C -2.9174 -2.5426 -2.1398 -0.5 0.4 0.2
H 4.8877 6.1938 0.2972 -0.1 -0.1 0.2
H -2.8282 -1.5543 1.7688 0.2 -0.2 0.0
```
Positions in Å, forces in eV/Å.

Gap between HOMO and LUMO in hartree: 0.161
Energy relative to the best compared isomer or geometry (same formula, charge and spin) in eV: 0.000
DFT total energy in hartree: -1116.47707
LUMO energy in eV: -2.289
HOMO energy in eV: -6.67

=====

Entry 3:
# C23H24O3SiTl

C23H24O3SiTl as an isolated structure (ωB97M-V/def2-TZVPD, the Open Molecules 2025 dataset).

```
52
Properties=species:S:1:pos:R:3:forces:R:3
C 4.3324 2.4565 0.7197 0.0 0.0 0.0
C 2.2389 -3.5801 -1.3581 0.1 0.0 0.0
H 4.2039 -2.6890 -1.0941 0.0 0.0 0.0
C -1.8670 -4.0349 -0.6389 0.0 0.1 0.0
H -1.5622 -7.6020 -2.0442 0.0 0.0 0.0
C 3.2055 -2.3901 -1.4349 -0.2 0.0 0.0
C 3.1504 1.7544 0.5114 -0.1 0.0 0.1
C 2.2237 -4.0860 0.0898 -0.1 0.1 -0.1
H 1.5517 -4.9406 0.2081 0.0 0.0 0.0
O 2.7718 1.6168 2.8441 0.0 0.0 0.0
H -0.7624 -3.7571 -6.6730 0.0 0.0 0.0
C -0.2228 -3.4312 -4.6195 0.1 0.0 0.0
H 3.2964 -2.0182 -2.4593 0.1 0.0 0.0
H 1.5185 -0.2312 -5.8663 0.0 0.0 0.0
C -0.6987 -5.6382 -1.9579 0.0 0.0 0.0
H 1.5328 -0.7972 -3.4660 0.0 0.0 0.0
C 2.3274 1.3195 1.7363 0.1 0.0 -0.1
C 2.7573 1.4749 -0.7921 0.0 0.0 0.1
C -2.7210 -6.2749 -0.8207 0.0 0.0 0.0
H 3.2302 -4.3932 0.3975 0.0 0.0 0.0
H 1.8881 -3.2945 0.7644 0.0 0.0 0.0
H -0.7385 -4.3236 -4.2827 0.0 0.0 0.0
C -2.8280 -4.9843 -0.3210 -0.1 -0.1 0.0
H 3.8028 -4.9256 -2.0147 0.0 0.0 0.0
H -3.6638 -4.7226 0.3178 0.0 0.0 0.0
H -3.4622 -7.0246 -0.5708 0.0 0.0 0.0
C 5.1058 2.8734 -0.3525 0.0 0.0 0.0
Si 0.4826 -2.9454 -1.8071 0.2 -0.5 -0.4
C 1.0358 -1.1382 -5.5202 0.0 0.0 -0.1
H -1.9502 -3.0284 -0.2436 0.0 0.0 0.0
H 5.3104 2.9134 -2.4903 0.0 0.0 0.0
H 0.3884 -1.7255 -7.4849 0.0 0.0 0.0
C 0.3984 -1.9717 -6.4298 0.0 0.0 0.0
O 1.2510 0.6776 1.5005 0.0 0.0 -0.1
H 2.7347 -4.3875 -3.3243 0.0 0.0 0.0
H 6.0268 3.4177 -0.1781 0.0 0.0 0.0
O 0.1155 -1.6333 -1.0205 -0.2 0.8 0.6
H 3.2120 1.6685 -2.8819 0.0 0.0 0.0
H 2.8587 -1.5702 -0.8022 0.1 0.0 0.0
C 3.5259 1.8925 -1.8691 0.0 0.0 -0.1
C 0.4337 -2.6237 -3.6901 0.0 0.0 0.2
H 1.8540 0.9074 -0.9649 0.0 -0.1 0.0
H 4.6201 2.6633 1.7420 0.0 0.0 0.0
H 2.1802 -5.6082 -2.1656 0.1 0.0 0.0
C 1.0466 -1.4631 -4.1718 0.0 0.0 0.0
C -1.6521 -6.5980 -1.6448 0.0 -0.1 0.0
C -0.7785 -4.3359 -1.4594 0.1 0.1 0.0
H 0.1227 -5.9168 -2.6093 0.0 0.0 0.0
C -0.2414 -3.1144 -5.9721 0.0 0.0 -0.1
Tl -0.6518 0.2567 0.1528 0.1 -0.3 -0.1
C 4.7038 2.5926 -1.6516 0.0 0.0 0.0
C 2.7635 -4.6909 -2.2740 -0.2 0.1 0.0
```
Positions in Å, forces in eV/Å.

Gap between HOMO and LUMO in hartree: 0.307
DFT total energy in hartree: -1578.72758
Charge: -1
LUMO energy in eV: 2.551
HOMO energy in eV: -5.80

=====

Question: Among the records above, which one has the highest DFT total energy?
Answer: C23H24O3

=====

Question: Which of these has the lowest LUMO energy?
Answer: C23H24O3

=====

Question: Which of these has the lowest gap between HOMO and LUMO?
Answer: C23H24O3